# 1
Here is a 2-piece molecular cluster, C8H13O2S overall at a distorted geometry from the Open Molecules 2025 dataset. Energies are from ωB97M-V with the def2-TZVPD basis set.

```
! wB97M-V def2-TZVPD RIJCOSX def2/J DEFGRID3
* xyz -1 1
C -2.54 -0.72 0.42
C -2.13 1.77 -0.52
C -3.50 1.49 -1.05
C -2.71 0.71 -0.11
C 1.13 0.76 0.96
C 1.25 -1.77 0.52
C 3.23 -0.33 -0.20
C 1.68 -0.31 0.02
O -1.75 -1.37 -0.30
O -3.20 -1.07 1.35
S 0.77 -0.25 -1.64
H -1.21 2.28 -0.37
H -0.44 -0.75 -1.25
H -4.24 2.20 -0.60
H -3.47 1.31 -2.15
H 1.58 1.81 0.66
H -0.03 0.68 1.03
H 1.43 0.56 1.99
H 1.84 -1.98 1.39
H 1.36 -2.48 -0.30
H 0.15 -1.63 0.95
H 3.45 -0.96 -0.93
H 3.64 0.66 -0.54
H 3.71 -0.62 0.65
*
```

ΔE to the lowest compared entry with this formula, charge and spin ... 0.1819 eV
Total energy ... -861.22526 a.u.
Kohn-Sham gap ... 0.2905 hartree

=====

# 2
Here is one molecule with the formula C8H13O4P at a distorted geometry from the Open Molecules 2025 dataset. Energies are from ωB97M-V with the def2-TZVPD basis set.

```
! wB97M-V def2-TZVPD RIJCOSX def2/J DEFGRID3
* xyz 0 1
C 0.99 -0.71 0.51
C 1.83 -1.62 0.09
C 0.22 0.21 1.01
C -0.07 0.04 2.48
C 1.42 -2.97 -0.34
C -0.83 1.19 3.14
C 1.04 1.54 -2.22
C -2.68 0.54 0.09
O 0.30 -0.97 3.02
O 0.35 2.94 0.37
O -0.16 1.21 -1.49
O -1.87 1.72 0.19
P -0.27 1.68 0.05
H 2.79 -1.40 0.59
H 0.40 -3.03 -0.72
H 1.36 -3.58 0.65
H 2.21 -3.54 -0.91
H -1.81 0.92 3.34
H -0.87 1.91 2.43
H -0.34 1.59 3.91
H 1.84 0.90 -1.74
H 1.33 2.56 -2.35
H 0.82 1.03 -3.18
H -3.39 0.78 0.88
H -2.17 -0.30 0.33
H -3.20 0.57 -0.81
*
```

ΔE to the lowest compared entry with this formula, charge and spin ... 1.1138 eV
Total energy ... -954.91333 a.u.
Kohn-Sham gap ... 0.3582 hartree

=====

# 3
Here is one molecule with the formula C8H13P at a distorted geometry from the Open Molecules 2025 dataset. Energies are from ωB97M-V with the def2-TZVPD basis set.

```
! wB97M-V def2-TZVPD RIJCOSX def2/J DEFGRID3
* xyz 0 1
C -0.81 0.96 -0.68
C -1.43 0.32 0.52
C 1.22 -0.45 -0.25
C 0.73 -0.53 1.22
C 0.47 0.50 -1.24
C -0.79 -0.56 1.31
C 0.90 0.28 -2.67
C -1.41 -1.32 2.46
P 0.66 2.20 -0.39
H -1.48 1.47 -1.34
H -2.53 0.34 0.69
H 2.33 -0.31 -0.11
H 1.13 -1.40 -0.88
H 1.17 -1.34 1.84
H 1.10 0.50 1.80
H 0.25 -0.46 -3.05
H 2.04 -0.13 -2.68
H 0.72 1.25 -3.18
H -2.38 -1.16 2.37
H -1.07 -0.84 3.52
H -1.24 -2.30 2.35
H 0.42 2.98 -1.59
*
```

ΔE to the lowest compared entry with this formula, charge and spin ... 0.8727 eV
Total energy ... -653.86810 a.u.
Kohn-Sham gap ... 0.3293 hartree

=====

# 4
Here is a 2-piece molecular cluster, C8H14 overall at a distorted geometry from the Open Molecules 2025 dataset. Energies are from ωB97M-V with the def2-TZVPD basis set.

```
! wB97M-V def2-TZVPD RIJCOSX def2/J DEFGRID3
* xyz 0 1
C 1.80 -1.04 1.47
C 1.52 -0.17 0.24
C 0.48 0.97 0.53
C -0.66 0.79 -0.45
C -0.73 1.79 -1.33
C -1.94 -0.73 0.98
C -1.59 -0.34 -0.28
C -1.91 -1.06 -1.45
H 2.32 -0.52 2.29
H 2.48 -1.85 1.26
H 0.88 -1.37 1.96
H 2.46 0.32 0.02
H 1.29 -0.73 -0.66
H 0.25 0.97 1.60
H 0.93 1.83 0.05
H -1.57 2.37 -1.70
H 0.33 1.79 -2.09
H -1.82 -0.18 1.91
H -2.46 -1.67 1.13
H 1.73 1.60 -1.75
H -2.27 -2.08 -1.35
H -1.49 -0.69 -2.37
*
```

ΔE to the lowest compared entry with this formula, charge and spin ... 10.3745 eV
Total energy ... -312.83615 a.u.
Kohn-Sham gap ... 0.1342 hartree

=====

no.,HOMO level (eV)
1,-4.67
2,-9.55
3,-8.08
4,-6.40